C28H17F10IN4RuS | ωB97M-V/def2-TZVPD

Each line ends with the Löwdin charge.
Atoms and positions in Å:
Ru  0.794  -0.011  -0.524  1.10
C  1.405  -3.159  -1.569  -0.07
N  1.226  -2.308  -0.383  -0.24
C  -0.015  -2.738  0.291  -0.17
C  -0.361  -1.735  1.367  -0.17
N  -0.511  -0.429  0.718  -0.18
C  -1.607  0.304  1.244  -0.20
C  -1.464  1.350  2.142  -0.20
F  -0.252  1.687  2.590  0.10
C  -2.566  2.055  2.598  -0.13
F  -2.407  3.065  3.450  0.14
C  -3.836  1.704  2.171  -0.13
F  -4.894  2.382  2.608  0.14
C  -4.006  0.639  1.300  -0.14
F  -5.226  0.300  0.890  0.14
C  -2.896  -0.051  0.854  -0.16
F  -3.060  -1.067  0.002  0.13
C  2.425  -2.488  0.481  -0.17
C  3.219  -1.210  0.425  -0.22
N  2.334  -0.129  0.792  -0.13
C  2.759  0.697  1.824  -0.17
C  3.156  0.175  3.064  -0.14
F  3.100  -1.156  3.267  0.09
C  3.533  0.962  4.135  -0.14
F  3.869  0.392  5.294  0.13
C  3.529  2.340  4.016  -0.14
F  3.889  3.114  5.041  0.13
C  3.154  2.896  2.809  -0.14
F  3.175  4.221  2.655  0.13
C  2.791  2.091  1.744  -0.16
F  2.527  2.709  0.578  -0.03
H  1.504  -4.202  -1.250  0.10
H  0.553  -3.077  -2.231  0.06
H  2.310  -2.866  -2.101  0.10
H  -0.804  -2.730  -0.463  0.12
H  0.073  -3.756  0.691  0.14
H  -1.244  -2.029  1.935  0.13
H  0.478  -1.631  2.071  0.12
H  2.116  -2.726  1.497  0.11
H  3.019  -3.326  0.112  0.12
H  4.142  -1.236  1.005  0.13
H  3.509  -1.058  -0.622  0.10
I  0.033  2.425  -0.717  1.41
C  -1.799  1.782  -1.516  -0.56
C  -2.936  2.532  -1.494  -0.13
C  -4.054  2.073  -2.230  -0.07
C  -3.947  0.971  -3.029  -0.02
C  -2.742  0.226  -3.098  -0.17
C  -2.531  -0.810  -4.035  -0.03
C  -1.296  -1.384  -4.129  -0.06
C  -0.272  -1.067  -3.209  -0.12
C  -0.470  -0.187  -2.174  -0.25
C  -1.672  0.575  -2.240  -0.27
H  -2.983  3.466  -0.950  0.11
H  -4.977  2.635  -2.195  0.11
H  -4.779  0.664  -3.650  0.12
H  -3.329  -1.082  -4.715  0.11
H  -1.092  -2.105  -4.911  0.11
H  0.696  -1.526  -3.337  0.08
S  3.643  1.649  -4.017  0.53
C  2.827  0.889  -2.854  -0.98
N  2.241  0.306  -2.019  -0.11

Total charge: 0
Frontier orbital gap (spin up / spin down): 6.04 / 6.06 eV
Calculated total energy: -3085.5488 a.u.
Molar mass: 859.5 g mol⁻¹
F_max: 1.9 eV Å⁻¹
HOMO level (spin up / spin down): -7.8 / -7.8 eV

C19H23ClN2O3 | ωB97M-V/def2-TZVPD

Each line ends with the Löwdin charge.
Atoms and positions in Å:
C  -2.655  -2.176  -0.442  -0.07
C  -2.931  -0.847  0.186  -0.28
C  -3.672  -0.751  1.357  -0.56
C  -3.941  0.473  1.966  -0.29
C  -3.442  1.617  1.372  0.04
C  -2.696  1.554  0.198  -0.25
C  -2.449  0.322  -0.391  0.03
H  -1.877  0.241  -1.302  0.11
O  -2.265  2.758  -0.287  -0.02
C  -1.438  2.778  -1.423  -0.11
C  -0.131  2.075  -1.226  -0.24
C  0.679  1.393  -2.088  0.07
C  1.769  0.979  -1.276  -0.15
N  1.588  1.388  -0.043  0.12
O  0.424  2.068  -0.004  0.05
C  2.897  0.175  -1.819  -0.40
O  2.809  -0.245  -2.965  0.06
N  3.988  -0.034  -1.056  -0.05
C  4.126  0.316  0.337  -0.16
H  3.692  1.302  0.509  0.11
C  3.459  -0.692  1.288  -0.17
H  2.433  -0.376  1.475  0.09
H  3.996  -0.663  2.238  0.11
C  3.435  -2.125  0.754  -0.20
C  4.773  -2.613  0.187  -0.20
C  4.923  -2.318  -1.305  -0.17
H  4.053  -2.709  -1.835  0.11
C  5.059  -0.829  -1.626  -0.15
H  6.008  -0.445  -1.243  0.13
H  5.030  -0.692  -2.709  0.12
H  5.808  -2.827  -1.692  0.11
H  4.837  -3.695  0.320  0.11
H  5.600  -2.167  0.744  0.11
H  2.674  -2.207  -0.025  0.11
H  3.127  -2.778  1.573  0.11
H  5.197  0.368  0.544  0.12
H  0.552  1.198  -3.130  0.12
H  -1.256  3.842  -1.611  0.15
H  -1.944  2.351  -2.301  0.14
H  -3.622  2.586  1.810  0.13
C  -4.742  0.542  3.227  -0.07
H  -5.730  0.109  3.071  0.08
H  -4.855  1.572  3.554  0.08
H  -4.254  -0.029  4.016  0.08
Cl  -4.281  -2.203  2.086  0.72
H  -2.131  -2.823  0.260  0.08
H  -2.049  -2.065  -1.337  0.08
H  -3.590  -2.670  -0.707  0.08

Total charge: 0
SMILES: Cc1cc(OCc2cc(C(=O)N3CCCCCC3)no2)cc(C)c1Cl
Frontier orbital gap: 9.16 eV
Calculated total energy: -1533.2087 a.u.
Molar mass: 362.9 g mol⁻¹
F_max: 1.1 eV Å⁻¹
HOMO level: -8.5 eV
Energy relative to the best compared isomer or geometry (same formula, charge and spin): 42.4 kJ/mol

C42H108Cl6O33P6 | ωB97M-V/def2-TZVPD

Each line ends with the Löwdin charge.
Atoms and positions in Å:
Cl  12.993  11.115  -19.599  0.56
C  11.408  10.293  -19.507  -0.66
C  11.105  9.623  -20.824  -0.64
Cl  9.476  8.886  -20.731  0.57
H  10.631  10.987  -19.194  0.08
H  11.471  9.571  -18.693  0.01
H  11.795  8.815  -21.042  0.06
H  10.999  10.378  -21.598  0.07
Cl  14.527  2.176  -25.889  0.61
C  14.398  0.451  -26.262  -0.66
C  15.061  -0.367  -25.162  -0.64
Cl  14.063  -0.304  -23.687  0.58
H  14.794  0.114  -27.220  0.08
H  13.349  0.161  -26.332  0.06
H  15.974  0.148  -24.868  0.06
H  15.286  -1.394  -25.429  0.08
Cl  12.807  0.228  -19.291  0.60
C  13.066  1.915  -19.841  -0.64
C  14.215  2.120  -20.763  -0.67
Cl  15.758  1.839  -19.933  0.59
H  13.154  2.495  -18.920  0.04
H  12.120  2.293  -20.230  0.04
H  14.357  3.061  -21.292  0.00
H  14.177  1.354  -21.540  0.01
C  17.836  7.709  -20.536  -0.08
O  18.190  6.489  -19.866  -0.20
P  18.018  6.442  -18.277  0.37
O  16.695  6.858  -17.816  -0.21
O  19.234  7.336  -17.701  -0.21
C  20.482  7.427  -18.379  -0.11
O  18.480  5.010  -17.876  -0.19
C  17.648  4.033  -17.256  -0.07
H  17.066  7.635  -21.296  0.01
H  18.811  8.036  -20.905  0.11
H  17.519  8.552  -19.914  0.11
H  21.222  7.250  -17.592  0.09
H  20.689  8.399  -18.819  0.09
H  20.644  6.576  -19.043  0.09
H  16.652  4.026  -17.687  0.05
H  17.610  4.183  -16.173  0.10
H  18.161  3.073  -17.301  0.09
C  16.132  8.842  -22.712  -0.07
O  15.708  8.233  -23.924  -0.20
P  14.239  8.446  -24.500  0.39
O  13.532  9.627  -24.032  -0.21
O  14.346  8.364  -26.088  -0.20
C  15.392  7.799  -26.840  -0.11
O  13.518  7.062  -24.099  -0.24
C  12.222  6.765  -24.606  -0.10
H  16.527  8.110  -22.007  0.01
H  15.317  9.293  -22.138  0.10
H  16.862  9.594  -23.005  0.11
H  15.986  8.649  -27.201  0.09
H  15.074  7.154  -27.655  0.09
H  16.164  7.258  -26.281  0.09
H  11.691  6.131  -23.900  0.07
H  12.255  6.345  -25.612  0.09
H  11.626  7.681  -24.675  0.09
C  5.203  8.007  -17.261  -0.08
O  6.132  6.909  -17.193  -0.23
P  7.698  7.167  -16.856  0.40
O  8.247  8.383  -17.474  -0.24
O  7.717  6.983  -15.286  -0.19
C  8.901  6.900  -14.499  -0.09
O  8.430  5.825  -17.288  -0.17
C  8.702  5.526  -18.658  -0.16
H  4.618  7.930  -16.349  0.09
H  4.636  8.088  -18.184  0.09
H  5.786  8.931  -17.210  0.08
H  9.704  6.367  -15.012  0.07
H  8.687  6.261  -13.638  0.09
H  9.288  7.811  -14.043  0.09
H  8.419  6.318  -19.352  0.11
H  8.148  4.633  -18.954  0.05
H  9.769  5.309  -18.712  -0.08
C  7.774  5.431  -23.098  -0.12
O  8.808  5.494  -24.057  -0.21
P  8.840  4.327  -25.167  0.40
O  7.562  3.649  -25.425  -0.22
O  9.575  5.059  -26.380  -0.21
C  9.136  6.339  -26.829  -0.09
O  10.061  3.438  -24.638  -0.24
C  10.709  2.439  -25.420  -0.09
H  6.790  5.377  -23.578  0.09
H  7.765  6.223  -22.354  0.08
H  7.690  4.485  -22.548  0.06
H  8.607  6.891  -26.052  0.09
H  8.630  6.338  -27.790  0.09
H  10.024  6.969  -26.945  0.08
H  10.990  1.589  -24.794  0.08
H  11.710  2.825  -25.633  0.05
H  10.171  2.184  -26.329  0.10
C  13.842  4.763  -17.028  -0.07
O  14.094  3.943  -15.878  -0.20
P  13.204  2.676  -15.391  0.39
O  13.071  2.633  -13.936  -0.22
O  11.893  2.715  -16.327  -0.23
C  10.645  3.075  -15.722  -0.07
O  14.107  1.542  -16.010  -0.23
C  13.876  0.136  -15.890  -0.10
H  12.886  4.455  -17.459  0.05
H  14.611  4.542  -17.769  0.07
H  13.790  5.811  -16.765  0.08
H  10.664  3.404  -14.684  0.09
H  10.015  2.200  -15.888  0.10
H  10.178  3.908  -16.253  0.07
H  12.812  -0.092  -15.819  0.09
H  14.415  -0.252  -15.026  0.09
H  14.274  -0.326  -16.790  0.06
C  15.349  8.403  -15.488  -0.10
O  14.202  9.212  -15.165  -0.20
P  12.834  8.485  -14.765  0.42
O  11.757  9.425  -14.414  -0.23
O  12.576  7.485  -15.986  -0.22
C  11.842  7.986  -17.086  -0.10
O  13.194  7.516  -13.524  -0.21
C  12.441  7.552  -12.314  -0.10
H  15.676  8.716  -16.478  0.07
H  15.249  7.329  -15.370  0.08
H  16.182  8.803  -14.903  0.09
H  10.902  7.435  -17.140  0.08
H  12.322  7.889  -18.059  0.08
H  11.495  9.020  -17.028  0.08
H  12.385  6.473  -12.109  0.09
H  11.419  7.907  -12.420  0.07
H  12.923  7.945  -11.420  0.09
C  13.977  3.890  -22.985  -0.14
O  14.221  4.759  -21.891  -0.21
C  13.034  5.454  -21.471  -0.14
C  13.150  5.480  -19.939  -0.13
O  11.911  5.819  -19.293  -0.13
C  11.030  4.750  -18.952  -0.16
C  10.160  4.197  -20.075  -0.11
O  10.446  2.790  -20.075  -0.24
C  9.663  2.007  -20.953  -0.07
H  13.993  4.411  -23.946  0.08
H  13.154  3.242  -22.682  0.10
H  14.857  3.248  -23.102  0.08
H  12.081  5.076  -21.833  0.11
H  13.222  6.461  -21.842  0.11
H  13.822  6.284  -19.660  0.13
H  13.523  4.530  -19.550  0.09
H  10.440  5.306  -18.219  0.10
H  11.645  3.985  -18.468  0.11
H  10.393  4.507  -21.095  0.14
H  9.105  4.282  -19.794  0.08
H  8.634  2.385  -20.946  0.08
H  9.609  0.959  -20.671  0.09
H  10.027  2.165  -21.974  0.09
C  4.076  0.871  -22.635  -0.09
O  5.007  1.906  -22.343  -0.19
C  6.308  1.560  -22.748  -0.21
C  6.896  0.340  -22.042  -0.21
O  6.764  0.489  -20.657  -0.13
C  7.042  -0.670  -19.928  -0.19
C  5.962  -1.742  -19.975  -0.20
O  6.092  -2.585  -21.106  -0.21
C  5.223  -3.707  -21.067  -0.10
H  4.080  0.028  -21.941  0.08
H  4.326  0.499  -23.635  0.09
H  3.052  1.229  -22.732  0.09
H  6.913  2.465  -22.653  0.09
H  6.377  1.380  -23.830  0.13
H  7.952  0.292  -22.339  0.13
H  6.323  -0.475  -22.493  0.12
H  7.318  -0.402  -18.906  0.13
H  7.968  -1.145  -20.294  0.13
H  4.936  -1.351  -19.971  0.13
H  6.027  -2.388  -19.086  0.12
H  5.603  -4.365  -20.275  0.09
H  5.307  -4.179  -22.039  0.09
H  4.182  -3.552  -20.771  0.09
C  6.016  4.473  -19.895  -0.07
O  4.913  4.772  -19.063  -0.20
C  4.065  3.821  -18.464  -0.16
C  3.173  3.082  -19.479  -0.17
O  2.329  3.963  -20.213  -0.16
C  2.948  4.797  -21.168  -0.19
C  1.914  5.129  -22.275  -0.19
O  0.718  5.759  -21.863  -0.18
C  -0.205  5.036  -21.067  -0.10
H  6.230  5.226  -20.652  0.09
H  5.792  3.537  -20.417  0.08
H  6.948  4.357  -19.336  0.04
H  3.391  4.376  -17.815  0.13
H  4.638  3.095  -17.875  0.13
H  2.428  2.511  -18.919  0.13
H  3.678  2.352  -20.116  0.11
H  3.708  4.215  -21.704  0.12
H  3.342  5.741  -20.788  0.13
H  1.607  4.176  -22.718  0.12
H  2.508  5.734  -22.960  0.12
H  -0.908  5.810  -20.751  0.09
H  0.283  4.687  -20.160  0.08
H  -0.784  4.308  -21.640  0.09

Total charge: 0
Frontier orbital gap: 9.05 eV
Calculated total energy: -8957.2819 a.u.
Molar mass: 1539.9 g mol⁻¹
F_max: 7.4 eV Å⁻¹
HOMO level: -8.9 eV
Energy relative to the best compared isomer or geometry (same formula, charge and spin): 630.2 kJ/mol

C20H35N2O4 | ωB97M-V/def2-TZVPD

Each line ends with the Löwdin charge.
Atoms and positions in Å:
C  0.634  2.893  -0.978  -0.05
C  2.017  2.698  -1.209  -0.29
H  2.390  3.468  -1.779  0.11
H  2.613  2.525  -0.380  0.10
O  2.215  1.736  -2.211  -0.03
C  2.595  0.355  -1.623  -0.31
O  2.947  0.130  -0.430  0.02
N  2.416  -0.621  -2.588  -0.05
C  1.841  -0.533  -3.909  0.00
H  2.431  -1.205  -4.456  0.11
C  0.287  -1.091  -3.789  -0.05
N  0.077  -1.795  -2.670  -0.17
C  -1.155  -2.112  -2.471  -0.27
H  -1.615  -2.601  -3.458  0.22
H  -1.271  -3.156  -1.965  0.21
C  -2.040  -1.409  -1.786  -0.25
C  -1.651  -1.029  -0.226  -0.15
O  -0.351  -0.680  -0.208  -0.12
C  -0.036  -0.694  1.162  -0.25
C  -0.419  0.212  2.055  -0.16
C  0.079  1.570  2.170  -0.08
C  -0.434  2.294  3.150  -0.21
C  -1.831  1.791  3.794  -0.17
H  -2.183  2.431  4.487  0.10
C  -2.874  1.375  2.510  0.09
H  -3.710  1.178  2.953  0.01
H  -2.412  1.977  1.715  0.10
C  -1.889  -0.019  2.785  -0.04
H  -2.056  -0.988  2.561  0.07
C  -1.491  0.443  4.346  -0.64
C  -0.343  0.084  4.937  -0.09
H  -0.185  0.793  5.805  0.13
H  -0.236  -0.970  5.251  0.11
H  0.720  0.432  4.327  0.17
C  -2.621  -0.014  5.145  -0.08
H  -3.803  0.036  4.789  0.14
H  -2.720  0.521  6.103  0.08
H  -2.474  -1.329  5.385  0.18
H  0.199  2.686  3.980  0.15
H  -0.713  3.250  2.600  0.16
H  1.157  1.749  1.920  0.15
H  1.317  -0.733  0.911  0.21
H  0.073  -1.715  1.446  0.13
H  -1.761  -1.994  0.228  0.13
H  -2.516  -0.394  0.013  0.15
O  -2.146  -0.042  -2.370  0.01
H  -2.681  0.567  -2.039  0.02
H  -3.094  -1.663  -1.648  0.17
C  1.105  -2.766  -2.437  -0.09
H  1.023  -3.620  -1.740  0.16
C  2.475  -2.042  -2.034  -0.03
H  3.336  -2.556  -2.472  0.13
H  2.513  -1.932  -0.829  0.16
H  1.428  -3.301  -3.248  0.10
H  0.291  -1.181  -1.491  0.30
H  -0.185  -0.240  -3.502  0.11
H  0.090  -1.395  -4.646  0.08
H  2.076  0.385  -4.240  0.09
H  0.079  2.021  -0.527  0.10
H  0.192  2.966  -1.732  -0.05
H  0.502  3.943  -0.395  0.17

Total charge: +1
Frontier orbital gap: 8.73 eV
Calculated total energy: -1192.6357 a.u.
Molar mass: 367.5 g mol⁻¹
F_max: 14.4 eV Å⁻¹
HOMO level: -11.1 eV

Q: Among the records above, which one has the lowest calculated total energy?
A: C42H108Cl6O33P6

Q: Number 1 is which compound?
A: C28H17F10IN4RuS

Q: total charge of number 2 (C19H23ClN2O3)?
A: 0